No. 1
Density functional theory data (ωB97M-V/def2-TZVPD) for 5 unconnected molecules or ions with the total composition C4H17NO5S at a distorted geometry.

Computed properties:
HOMO level = -9.39 eV
total energy = -26985.1672 eV
max |F| = 1.7 eV/A
Kohn-Sham gap = 9.59 eV
LUMO energy = 0.20 eV
molar mass = 191.25 g mol⁻¹
SMILES = CN[C@H](C=O)CS.O.O.O.O
energy above the lowest of the compared OMol25 structures with the same formula, charge and spin = 237.2 kJ/mol

Structure (XYZ):
```
28
Properties=species:S:1:pos:R:3:forces:R:3:mulliken_charge:R:1
C -1.77720 0.31460 1.58236 0.30 0.52 -0.13 -0.970
N -0.89957 -0.54000 0.74734 -0.38 0.11 0.14 -0.187
C -0.76896 -0.36876 -0.71354 -0.29 -0.16 1.12 1.192
C -1.86150 0.39285 -1.48148 -0.07 -0.53 0.18 -0.391
O -2.99899 0.54138 -1.14042 -0.12 0.07 0.16 -0.482
C -0.76248 -1.77002 -1.37346 -0.27 1.43 -0.92 -1.044
S 0.75912 -2.57574 -1.90921 -0.14 -1.10 -0.26 -0.195
H -1.15894 0.91583 2.24122 -0.08 0.03 0.15 0.187
H -2.38371 0.99400 1.00157 0.07 0.16 -0.29 0.327
H -2.50667 -0.22895 2.17875 0.23 -0.49 -0.05 0.376
H -1.07528 -1.49953 0.98773 -0.14 -0.22 -0.26 0.399
H 0.14540 0.19611 -0.88898 0.24 -0.14 -0.35 -0.611
H -1.53849 0.71031 -2.49096 0.22 0.13 -0.03 0.477
H -1.41865 -2.39752 -0.78373 0.23 -0.40 0.15 0.453
H -1.27722 -1.61534 -2.32200 -0.18 -0.33 -0.11 0.420
H 1.73072 -1.78178 -1.52584 0.26 0.77 0.61 0.084
O 1.88004 0.79994 -2.93978 0.35 0.96 -0.30 -0.590
H 1.67214 1.27599 -2.13102 0.20 -0.13 0.12 0.348
H 1.43185 -0.02966 -2.88042 -0.44 -0.89 0.05 0.283
O 1.23133 -1.01164 2.89717 0.20 0.28 0.05 -0.673
H 1.17874 -0.09916 3.19783 0.14 0.01 0.35 0.324
H 0.67234 -0.96143 2.11643 -0.39 -0.19 -0.49 0.301
O 0.52933 2.39343 1.55325 1.09 0.17 -0.12 -0.612
H 0.86166 2.61444 0.67749 -0.63 0.16 -0.60 0.312
H 1.39643 2.48773 1.97801 -0.31 -0.11 0.70 0.321
O 2.49322 0.71503 0.23570 -0.05 -0.49 0.07 -0.603
H 2.81551 -0.14390 0.53594 0.58 0.02 -0.17 0.357
H 1.62983 0.67178 0.65004 -0.64 0.36 0.25 0.196
```
Forces are in eV/Å.

=====

No. 2
Density functional theory data (ωB97M-V/def2-TZVPD) for a molecular structure, C3H7CrO2 at a distorted geometry.

Computed properties:
total charge = +1
HOMO level (alpha / beta) = -12.69 / -14.53 eV
total energy = -35729.4830 eV
max |F| = 1.5 eV/A
Kohn-Sham gap (alpha / beta) = 5.36 / 9.26 eV
LUMO energy (alpha / beta) = -7.33 / -5.27 eV
molar mass = 127.08 g mol⁻¹
spin multiplicity = 5
energy above the lowest of the compared OMol25 structures with the same formula, charge and spin = 192.2 kJ/mol

Structure (XYZ):
```
13
Properties=species:S:1:pos:R:3:forces:R:3:lowdin_spin:R:1
C 0.12814 0.95779 -1.47249 0.00 -0.35 -0.06 -0.099
C 0.96624 0.68330 -0.25452 1.40 0.63 -0.11 0.002
O 0.13703 -0.15660 0.65568 -0.68 -0.39 0.12 0.130
C 0.67955 -0.58931 1.81898 -0.27 -0.25 -0.49 0.583
Cr -1.43637 -0.18876 -0.65958 -0.29 -0.07 0.70 3.399
H -0.06660 2.03131 -1.60379 -0.24 -0.37 0.07 -0.007
H 0.59567 0.57026 -2.38839 -0.25 0.05 0.30 -0.003
H 1.22092 1.57264 0.34083 -0.14 -0.25 -0.25 -0.001
H 1.88149 0.10328 -0.44601 -0.33 0.11 0.08 0.002
H -3.02712 -1.97922 0.15848 -0.18 -0.06 -0.43 0.010
H 1.76156 -0.50037 1.92923 -0.42 0.07 -0.01 0.032
O -2.86621 -1.29960 -0.51285 1.15 0.55 0.23 -0.079
H 0.02570 -1.20472 2.43443 0.25 0.32 -0.15 0.030
```
Forces are in eV/Å.

=====

No. 3
Density functional theory data (ωB97M-V/def2-TZVPD) for a single C23H19N3O5 molecule.

Computed properties:
HOMO level = -7.93 eV
total energy = -38869.1162 eV
max |F| = 1.0 eV/A
Kohn-Sham gap = 8.26 eV
LUMO energy = 0.33 eV
molar mass = 417.42 g mol⁻¹
SMILES = O=C(Nc1ccccc1C(=O)N[C@@H](Cc1c[nH]c2ccccc12)C(=O)O)c1ccco1
energy above the lowest of the compared OMol25 structures with the same formula, charge and spin = 0.0 kJ/mol

Structure (XYZ):
```
50
Properties=species:S:1:pos:R:3:forces:R:3:mulliken_charge:R:1
O -2.71382 -2.19546 0.70864 -0.15 -0.04 0.14 -0.698
C -2.28001 -1.53251 -0.21391 0.11 -0.04 0.01 0.419
N -1.01608 -1.64365 -0.72103 -0.10 0.36 -0.32 0.155
C -0.00525 -2.50159 -0.32016 0.25 -0.16 0.11 0.073
C -0.27050 -3.72798 0.28763 -0.15 -0.03 0.02 -0.535
C 0.76250 -4.58655 0.60614 0.10 0.10 -0.06 -0.656
C 2.07587 -4.24384 0.32113 0.12 -0.06 0.06 -0.808
C 2.35505 -3.01443 -0.24449 -0.12 0.02 -0.04 -0.379
C 1.33230 -2.12367 -0.55611 -0.30 -0.27 0.05 0.448
C 1.61037 -0.74523 -1.03351 0.21 0.01 0.03 0.598
O 0.86358 -0.12548 -1.78290 -0.09 0.10 -0.12 -0.777
N 2.73593 -0.18375 -0.53417 0.35 -0.01 -0.09 -0.066
C 2.87310 1.24787 -0.49005 -0.04 0.22 0.04 0.146
C 2.44901 1.76725 0.91345 -0.17 -0.18 -0.21 -1.540
C 1.08646 1.27052 1.26546 0.19 -0.16 0.22 0.638
C 0.77815 0.09136 1.88695 0.27 0.25 0.03 -0.804
N -0.57435 -0.02840 2.03142 -0.15 -0.27 0.18 0.143
C -1.17487 1.07082 1.48965 0.06 0.53 -0.21 -0.868
C -2.51835 1.41855 1.42193 -0.12 0.05 0.07 -0.685
C -2.83517 2.61100 0.80969 -0.11 -0.11 0.15 -0.560
C -1.84342 3.43961 0.27573 0.04 0.21 -0.12 -0.916
C -0.50998 3.11019 0.35754 -0.04 -0.03 -0.01 -0.298
C -0.15777 1.91277 0.98027 -0.31 -0.29 0.17 1.148
C 4.28969 1.70491 -0.76264 -0.04 0.29 -0.22 0.115
O 4.60136 2.82840 -1.04489 -0.10 0.11 0.00 -0.573
O 5.18613 0.72411 -0.59356 0.31 -0.57 0.12 -0.442
C -3.05863 -0.49057 -0.90335 0.38 0.53 -0.75 0.032
C -2.71607 0.43367 -1.86443 -0.14 -0.67 0.53 -0.069
C -3.87948 1.18697 -2.11262 -0.50 -0.13 0.26 -0.707
C -4.84050 0.67139 -1.29124 0.18 0.68 -0.66 -0.570
O -4.35572 -0.33330 -0.56404 0.01 -0.52 0.49 -0.417
H -0.68652 -0.91221 -1.35174 -0.12 -0.15 0.10 0.246
H -1.29304 -3.99608 0.49544 -0.04 -0.01 0.00 0.484
H 0.54131 -5.53792 1.06595 -0.04 -0.08 0.03 0.418
H 2.87851 -4.92942 0.54598 0.07 -0.05 0.01 0.419
H 3.37865 -2.75350 -0.47348 0.10 0.04 -0.01 0.570
H 3.28398 -0.70050 0.13576 -0.16 -0.05 -0.03 0.347
H 2.20222 1.66720 -1.24715 0.25 -0.04 0.12 0.438
H 3.17517 1.41133 1.64917 0.06 0.08 0.00 0.477
H 2.46876 2.85671 0.89933 0.11 0.02 0.06 0.482
H 1.43372 -0.67332 2.26129 0.11 -0.13 0.06 0.483
H -1.05932 -0.82480 2.41099 0.02 0.01 -0.06 0.332
H -3.27837 0.77265 1.83488 -0.12 -0.07 0.02 0.418
H -3.86880 2.91576 0.73798 -0.08 0.00 0.00 0.454
H -2.13787 4.36178 -0.20324 -0.01 0.09 -0.04 0.415
H 0.24828 3.76287 -0.04856 0.08 0.11 -0.06 0.458
H 6.08225 1.05790 -0.75995 -0.24 0.20 0.01 0.363
H -1.76013 0.57870 -2.32524 0.28 -0.02 -0.06 0.651
H -3.98689 1.99906 -2.80146 -0.08 0.19 -0.12 0.504
H -5.87146 0.93081 -1.14850 -0.14 -0.06 0.10 0.493
```
Forces are in eV/Å.

=====

No. 4
Density functional theory data (ωB97M-V/def2-TZVPD) for a molecular structure, C5H6S2 at a distorted geometry.

Computed properties:
HOMO level = -8.52 eV
total energy = -26950.5801 eV
max |F| = 2.5 eV/A
Kohn-Sham gap = 9.25 eV
LUMO energy = 0.73 eV
molar mass = 130.24 g mol⁻¹
energy above the lowest of the compared OMol25 structures with the same formula, charge and spin = 129.8 kJ/mol

Structure (XYZ):
```
13
Properties=species:S:1:pos:R:3:forces:R:3:mulliken_charge:R:1
C 0.32094 1.19843 0.25358 -0.74 0.29 0.64 -0.921
C 0.52160 -0.10064 1.06124 -1.74 0.16 -0.27 -0.308
C 0.43653 0.41072 -1.00223 0.85 -1.46 -0.06 -0.158
C -0.61184 -0.72227 -0.88923 -0.85 0.92 -0.84 -0.348
C -0.69618 -0.96128 0.55253 1.89 -1.27 0.99 -0.146
H -0.65837 1.73365 0.23817 0.88 -0.20 0.81 0.284
H 1.17817 1.83792 0.37433 0.12 0.43 0.03 0.328
H 0.60502 -0.10849 2.14189 0.64 0.04 -0.02 0.504
H 0.57963 1.05545 -1.85526 0.15 -0.70 -0.78 0.484
H -0.67844 -1.56894 -1.58491 0.04 0.72 0.16 0.375
H -0.68086 -2.02524 0.93099 -0.50 1.33 -0.46 0.361
S 1.83302 -0.60652 -0.16392 -0.01 0.52 0.06 -0.230
S -2.14921 -0.14279 -0.05721 -0.72 -0.76 -0.26 -0.225
```
Forces are in eV/Å.